Formula: C7H10
Source: the OMol25 dataset
Level of theory: ωB97M-V with the def2-TZVPD basis set

Computed properties:
Net charge = 0
Relative energy (zero: lowest compared OMol25 entry of this formula, charge and spin) = 5.101 eV
HOMO energy = -0.303 hartree
Gap between HOMO and LUMO = 9.25 eV

Last column: Mulliken charge in e.
Cartesian coordinates (Å):
H1 -0.47 -1.76 -1.01  0.2943
C1 -0.88 -0.93 -0.41  -0.8502
H2 1.33 -0.06 1.46  0.2832
C2 0.28 0.13 1.19  -0.7749
H3 -0.10 0.87 1.88  0.3761
H4 -1.06 1.68 -1.68  0.2592
C3 0.01 0.30 -0.30  0.8476
H5 -1.60 -1.01 1.73  0.3580
H6 -0.12 2.52 -0.36  0.2511
C4 0.98 0.83 -1.31  -0.7798
C5 -0.25 1.62 -0.95  -0.7291
C6 -0.71 -1.16 1.11  0.1868
H7 -1.90 -0.72 -0.73  0.3217
H8 1.94 1.19 -0.96  0.2474
H9 1.01 0.35 -2.28  0.2548
H10 1.11 -2.07 0.91  0.2530
C7 0.42 -1.78 1.72  -0.7992